# C23H14Cl5CrN4S5Te

C23H14Cl5CrN4S5Te as an isolated structure (the ωB97M-V functional and the def2-TZVPD basis, the OMol25 dataset).

```
! RIJCOSX wB97M-V def2-TZVPD def2/J DEFGRID3
* xyz -1 5
Cr -1.825 -1.186 1.171
Cl -3.849 1.431 1.512
C -2.288 1.648 2.299
C -1.433 0.553 2.360
C -0.284 0.783 3.115
Cl 0.809 -0.543 3.397
C 0.051 2.018 3.670
Cl 1.524 2.243 4.543
C -0.812 3.098 3.504
Cl -0.411 4.651 4.142
C -2.009 2.906 2.825
Cl -3.106 4.234 2.622
S -3.134 -8.246 2.600
C -2.897 -6.637 2.265
S -2.777 -5.995 0.676
C -2.536 -4.313 1.091
C -2.518 -4.041 2.414
S -2.312 -2.456 3.115
S -2.737 -5.419 3.467
S -2.365 -3.136 -0.183
N -1.634 3.916 -2.851
C -1.688 2.979 -1.862
N -1.856 3.416 -0.602
N -1.570 1.726 -2.211
C -1.652 0.807 -1.282
N -1.691 -0.035 -0.494
H -1.309 4.835 -2.604
H -1.305 3.561 -3.734
H -2.155 4.361 -0.433
H -2.083 2.744 0.121
Te 1.328 -1.777 0.344
C 1.982 0.236 0.157
C 2.817 0.819 1.105
C 3.166 2.159 1.004
C 2.706 2.925 -0.057
C 1.893 2.342 -1.019
C 1.527 1.008 -0.908
C 1.808 -2.224 -1.670
C 0.838 -2.130 -2.662
C 1.168 -2.383 -3.987
C 2.465 -2.741 -4.325
C 3.431 -2.857 -3.335
C 3.103 -2.604 -2.010
H 3.179 0.233 1.939
H 3.798 2.605 1.763
H 2.981 3.969 -0.134
H 1.534 2.926 -1.859
H 0.886 0.568 -1.661
H -0.183 -1.883 -2.394
H 0.406 -2.310 -4.754
H 2.721 -2.940 -5.358
H 4.441 -3.149 -3.593
H 3.855 -2.694 -1.237
*
```

Properties
Energy above the lowest of the compared OMol25 structures with the same formula, charge and spin, kJ/mol: 0.1
Frontier orbital gap (alpha / beta), eV: 5.18 / 5.39
⟨S²⟩: 6.028

=====

# C8H5BrCl2

A 2-piece molecular cluster, C8H5BrCl2 overall at a distorted geometry (the ωB97M-V functional and the def2-TZVPD basis, the OMol25 dataset).

```
! RIJCOSX wB97M-V def2-TZVPD def2/J DEFGRID3
* xyz 0 1
C 0.913 -0.264 0.725
C -0.293 -0.191 1.409
C 0.986 -0.229 -0.667
C -1.517 -0.082 0.750
C -0.223 -0.114 -1.311
C -1.438 -0.051 -0.619
C -0.887 -0.067 -2.640
C -2.248 -0.040 -1.889
Cl -3.216 1.426 -2.171
Cl -3.267 -1.466 -2.120
Br -0.536 -1.411 -3.937
H 1.826 -0.365 1.294
H -0.282 -0.232 2.488
H 1.924 -0.299 -1.193
H -2.453 -0.032 1.283
H -0.703 1.273 -3.347
*
```

Properties
Energy above the lowest of the compared OMol25 structures with the same formula, charge and spin, kJ/mol: 28.1
Frontier orbital gap, eV: 9.65

=====

# C6H29NO9

A 10-piece molecular cluster, C6H29NO9 overall at a distorted geometry (the ωB97M-V functional and the def2-TZVPD basis, the OMol25 dataset).

```
! RIJCOSX wB97M-V def2-TZVPD def2/J DEFGRID3
* xyz -1 2
C -1.578 1.263 -1.025
N -0.710 0.638 -0.067
C 0.039 -0.548 -0.384
C 1.358 -0.715 0.054
C 2.247 -1.814 -0.286
C 2.594 -2.140 -1.558
C -0.600 -1.558 -1.259
H -1.179 2.075 -1.653
H -2.263 1.949 -0.490
H -2.113 0.595 -1.687
H -0.175 1.228 0.540
H 1.712 -0.250 0.992
H 2.859 -2.315 0.471
H 3.448 -2.790 -1.750
H 2.073 -1.851 -2.453
H -1.202 -2.273 -0.688
H -1.335 -1.093 -1.926
H -0.056 -2.241 -1.917
H 0.222 3.797 0.166
H -1.010 4.374 0.636
O -0.680 3.495 0.402
H 0.027 -2.669 1.056
H 0.326 -4.245 0.953
O -0.325 -3.549 0.869
H 0.437 -0.885 3.886
H 1.359 -0.435 2.860
O 1.038 -1.266 3.225
H 2.537 3.281 -0.898
H 1.402 2.238 -0.709
O 1.601 3.173 -0.729
H 3.217 0.853 -0.630
H 2.957 1.211 -2.101
O 3.398 1.527 -1.298
H -3.624 -1.268 0.791
H -2.224 -1.491 1.284
O -3.134 -1.469 1.594
H -1.099 0.200 2.597
H -2.325 -0.754 2.998
O -1.696 -0.090 3.292
H -3.903 0.875 2.046
H -3.339 1.912 1.196
O -4.207 1.630 1.520
H 1.130 0.348 -2.563
H 1.112 0.753 -3.988
O 1.684 0.293 -3.368
*
```

Properties
Energy above the lowest of the compared OMol25 structures with the same formula, charge and spin, kJ/mol: 207.7
Frontier orbital gap (alpha / beta), eV: 3.13 / 6.19
⟨S²⟩: 0.768